The following is a quantum chemistry calculation of a structure of composition C4H4N2OS at a distorted geometry, from the OMol25 dataset.

Last column: Mulliken charge in e.
Geometry (Å):
S -0.3971 1.5316 0.0101  -0.039
O 0.3624 -0.8214 0.6973  -0.347
N 1.1222 0.9094 -0.6244  -0.461
N -2.6623 -1.2312 -0.7257  -0.397
C -0.8116 -0.0548 0.7635  0.157
C 2.5174 -1.0111 -0.2168  -0.947
C 1.3004 -0.2195 -0.0830  0.666
C -1.8595 -0.7253 -0.0578  0.186
H -1.1157 -0.0393 1.8146  0.325
H 2.4162 -1.9287 -0.8037  0.268
H 2.7385 -1.2705 0.8402  0.280
H 3.3167 -0.3787 -0.5773  0.310

Relative energy (zero: lowest compared OMol25 entry of this formula, charge and spin)   129.3 kJ/mol
Spin multiplicity   1
E_HOMO   -0.3364 Eh
F_max   1.600 eV/A

=====

The following is a quantum chemistry calculation of a cluster of 9 separate species, C36H99N9O9 in total at a distorted geometry, from the OMol25 dataset.

Last column: Mulliken charge in e.
Geometry (Å):
O 1.2616 -3.9862 2.3289  -0.214
O 0.9929 0.9801 0.9776  -0.469
O 3.5215 2.0462 -3.9940  -0.256
O 0.3054 -1.9700 -5.7673  -0.574
O -3.6551 -3.5149 1.2942  -0.403
O 1.4134 6.7964 5.2750  -0.375
O -2.6830 7.7934 4.7061  -0.362
O -2.1862 3.3641 -1.1746  -0.392
O 3.5701 -3.7038 -1.9931  -0.199
N 1.2472 -6.0031 -3.6341  -0.690
N -3.6443 0.1549 -2.0986  -0.432
N -3.4414 5.1062 4.9107  -0.797
N 0.8224 -2.5114 -0.1276  1.242
N -1.8311 -2.5397 -1.8190  0.661
N 2.6733 4.4468 -5.3624  -0.759
N 3.3518 3.9098 6.4126  -0.752
N -0.5439 -4.6080 -6.6179  -0.699
N -0.8112 -5.8210 4.8487  -0.763
C 2.0360 3.8743 -4.1393  0.200
C 4.3823 1.1868 -3.2783  -0.594
C -2.0155 -4.7874 -0.9078  -1.047
C -2.1845 2.0499 -1.7038  0.273
C -2.6448 -3.3988 -0.9607  0.324
C 1.4914 3.7780 4.8633  -1.305
C -2.4833 9.1473 4.4131  -0.836
C 1.7729 5.8387 6.2174  -0.457
C -0.2193 -2.9422 -4.8613  0.577
C 3.0402 -4.4458 -3.0778  -0.922
C -1.2281 -3.8028 -5.5716  -0.163
C -2.0342 4.5404 2.9846  -1.680
C -2.0343 -4.7065 -4.6592  -0.661
C 0.5437 7.7683 5.7961  -0.570
C -5.0147 -3.4668 0.9378  -0.674
C 3.0254 3.1417 -3.2579  -0.455
C 1.8059 -5.1585 -2.5896  2.605
C 0.8524 3.0140 -4.5820  -0.848
C -3.5835 1.5220 -1.5591  0.100
C 4.8747 -3.2668 -2.2111  -0.970
C 2.4937 4.7028 5.5247  0.363
C 0.1407 -5.6836 3.7397  0.467
C -0.4101 -6.3954 2.5103  -0.969
C 2.0962 -6.0749 -1.4148  -2.005
C 0.4540 -0.3081 0.8119  -0.536
C -2.2751 5.5267 4.1032  1.362
C 0.2266 1.8235 1.8115  -0.551
C -2.8230 -2.7951 0.4183  0.233
C 0.3791 -4.2127 3.4158  -0.804
C 2.6173 -4.3081 2.5709  -0.874
C 1.4237 -1.1706 0.0522  0.643
C -2.3740 6.9560 3.6102  -0.791
C -3.9251 1.4283 -0.0783  -1.121
C -0.9833 4.0847 -1.3345  -0.708
C 1.7178 -0.6804 -1.3571  -0.561
C 1.0710 -0.9910 -5.0956  -0.101
H -0.5663 -3.7674 3.0939  0.141
H 0.1097 -3.9757 -7.0833  0.272
H -1.2087 -5.8260 2.0319  0.007
H -0.7857 -7.3852 2.7815  0.475
H 3.4017 5.0923 -5.0707  0.274
H -3.6200 -3.4920 -1.4537  0.464
H -1.4896 1.4183 -1.1359  -0.380
H -2.5318 -5.4055 -0.1620  0.484
H -3.6980 5.8920 5.5067  0.307
H 0.4360 8.5413 5.0384  0.077
H -3.2194 0.0785 -3.0201  0.199
H 2.7510 -5.6080 -0.6811  0.209
H 1.0826 -6.1560 4.0249  0.331
H 3.1502 -4.0878 1.6470  0.172
H 3.1612 3.6803 -5.8222  0.332
H -0.6831 2.2015 1.3373  -0.006
H 1.4531 -3.0034 -0.7574  -0.442
H 5.0239 -2.8336 -3.2081  0.380
H -0.6660 -2.4098 -4.0153  0.072
H -3.7658 2.3963 0.3885  0.282
H 3.7799 -5.1530 -3.4736  0.438
H -1.8619 2.0724 -2.7550  0.346
H 0.8677 2.6584 2.0908  0.320
H 5.0936 -2.5123 -1.4535  0.229
H 1.0605 -4.4112 -2.2759  -0.828
H -1.1226 4.7974 2.4305  0.322
H 5.6062 -4.0793 -2.0906  0.288
H 0.6378 -5.5195 -4.2786  0.026
H -1.6357 -5.2491 4.6779  0.258
H -2.1445 -5.2401 -1.8857  0.206
H -2.7815 4.6458 2.1869  0.491
H -3.1414 7.0252 2.8203  0.455
H 0.9764 8.2919 6.6626  0.366
H -1.3691 -5.3839 -4.1254  0.069
H 2.7956 -3.7320 -3.8782  0.169
H 1.9559 2.8524 4.5221  0.463
H -5.2154 -4.1189 0.0818  0.279
H 3.1226 5.0768 4.7161  0.287
H -1.9812 3.5196 3.3493  0.409
H 1.6514 4.7587 -3.6189  0.375
H 1.2123 2.1564 -5.1463  0.270
H -2.5389 -4.0966 -3.9088  -0.009
H -0.5473 -0.3446 0.3571  -0.169
H -4.6072 -0.1333 -2.2337  0.245
H 0.3516 -0.7783 1.8093  0.498
H -1.4655 9.4248 4.1204  0.305
H 2.3570 -1.2582 0.6256  0.319
H -2.7513 -5.2614 -5.2615  0.419
H -0.4233 -5.4448 5.7097  0.276
H -3.1619 -1.7514 0.2760  -0.130
H -4.9196 1.0377 0.1485  0.391
H 3.0154 -3.7217 3.4042  0.325
H 0.7649 -0.6831 -1.9088  -0.095
H 0.4255 -0.3235 -4.5157  0.039
H 3.8641 3.8037 -2.9829  0.356
H 2.4354 -1.3106 -1.8808  0.165
H -1.9003 -3.0660 -6.0419  0.461
H 0.3502 2.6199 -3.6894  -0.130
H -1.0855 5.0483 -0.8390  0.347
H 2.7388 -5.3774 2.7711  0.310
H 5.3142 1.6709 -2.9636  0.350
H -1.8460 -2.7074 0.9057  -0.453
H 0.6270 -3.5335 -4.4864  -0.295
H -0.1487 3.5412 -0.8702  0.187
H -3.1869 9.5152 3.6554  0.326
H 1.8078 -1.4575 -4.4281  -0.011
H -5.3193 -2.4388 0.7097  0.241
H -5.5863 -3.8239 1.7920  0.285
H -0.7376 4.2811 -2.3858  0.312
H -0.3994 7.2958 6.0803  0.285
H 0.8036 -3.0383 0.7460  -0.570
H 1.6154 -0.4460 -5.8646  0.347
H -1.2217 -4.7786 -7.3590  0.292
H 0.9619 4.2621 4.0393  0.175
H 0.9049 5.4589 6.7859  0.295
H 0.6937 3.4683 5.5540  0.316
H 2.8254 3.5932 7.2230  0.249
H 4.0731 4.5230 6.7844  0.281
H 3.8881 0.7705 -2.3951  0.148
H -0.0897 1.3012 2.7263  0.448
H -3.2598 0.7068 0.4133  0.048
H 2.6018 -6.9706 -1.7903  0.506
H -4.2489 5.0434 4.2854  0.292
H -0.9891 -4.7526 -0.5334  -0.124
H 2.5508 2.8506 -2.3047  0.191
H -1.4219 7.2766 3.1631  0.375
H 1.9829 0.3778 -1.4245  0.055
H 1.1696 -6.3920 -0.9351  0.510
H 2.4016 6.2761 7.0188  0.321
H 0.7549 -3.6948 4.3118  0.349
H -1.4334 5.4556 4.8051  -0.465
H -2.7036 9.6889 5.3356  0.270
H 0.1199 3.6411 -5.0819  0.390
H 4.6001 0.3688 -3.9630  0.235
H 0.3693 -6.6189 1.7754  0.165
H 0.7589 -6.8272 -3.3203  0.337
H -2.3113 -1.6434 -1.8996  0.096
H -0.9373 -2.3624 -1.3427  -0.562
H -4.3036 2.2018 -2.0252  0.281

Relative energy (zero: lowest compared OMol25 entry of this formula, charge and spin)   3.7 kJ/mol
Spin multiplicity   1
Structure (SMILES)   COC[C@H](C)N.COC[C@H](C)N.COC[C@H](C)N.COC[C@H](C)N.COC[C@H](C)N.COC[C@H](C)N.COC[C@H](C)N.COC[C@H](C)N.COC[C@H](C)N
E_HOMO   -0.3098 Eh
F_max   1.362 eV/A

=====

The following is a quantum chemistry calculation of a structure of composition C9H6N2O4Ti at a distorted geometry, from the OMol25 dataset.

Last column: Löwdin spin population.
Geometry (Å):
Ti -0.2342 0.1061 -1.7231  1.516
O -0.0299 3.2829 -1.6885  0.100
O -0.0275 -3.0590 -1.7714  0.088
O -2.7314 0.1104 -4.9381  0.002
O 2.9481 0.1127 -2.2606  0.061
N 0.2221 0.1276 0.3362  0.005
N -1.8000 -0.9909 0.6610  0.012
C -1.9968 0.1019 -4.0667  0.007
C -0.4737 -0.4607 2.5912  -0.001
C 1.8034 0.1084 -2.0958  0.044
C -0.0879 -1.8925 -1.8099  0.067
C 1.5799 0.7340 2.2371  0.000
C 0.6628 0.1374 3.1027  0.004
C 1.3432 0.7158 0.8669  0.007
C -0.6819 -0.4435 1.1929  0.006
C -0.0855 2.1153 -1.7523  0.078
H -2.0635 -0.9784 -0.3449  0.003
H 2.4865 1.2210 2.6225  0.000
H -1.2272 -0.9305 3.2212  0.000
H -2.4924 -1.4431 1.2647  0.000
H 2.0494 1.1811 0.1835  0.001
H 0.8365 0.1440 4.1713  0.000

Net charge   +2
Relative energy (zero: lowest compared OMol25 entry of this formula, charge and spin)   0.0 kJ/mol
Spin multiplicity   3
E_HOMO (spin up / spin down)   -0.5934 / -0.5935 Eh
F_max   8.886 eV/A

=====

The following is a quantum chemistry calculation of a structure of composition C12H44BCrO12S2 at a distorted geometry, from the OMol25 dataset.

Last column: Löwdin spin population.
Geometry (Å):
Cr -2.3425 17.3487 29.5425  4.543
S -4.4472 20.1374 28.4363  0.025
S -0.1893 20.2619 22.5637  0.000
O -1.2562 19.3890 22.1212  0.000
O -0.0265 21.5762 21.8825  0.000
O -3.8249 18.8960 28.9931  0.066
O -3.9626 21.4760 28.7069  0.008
O 0.8497 20.3290 27.5372  0.002
O -3.1174 15.8901 28.1502  0.061
O -1.7057 16.4109 25.1167  0.003
O 1.2559 19.4536 22.5125  0.000
O -1.6712 18.9281 30.9431  0.060
O 1.3066 14.8303 27.9435  0.001
O -6.0880 20.0669 28.8281  0.008
O -0.4238 15.9853 29.8119  0.061
C 1.2324 18.0258 22.7293  0.000
C -0.3430 19.3117 31.1629  0.006
C 2.5583 17.5319 23.3195  0.000
C -0.3128 20.5487 24.3809  0.000
C 0.9019 14.9176 26.5755  0.001
C -8.2644 20.9833 28.5877  0.001
C 2.0898 19.5965 27.8334  0.000
C -2.6687 17.2439 24.4243  0.001
C -3.3614 14.4871 27.9475  0.012
C -0.0324 15.1829 30.9003  0.014
C -4.5638 19.9608 26.5415  0.007
C -6.7892 21.2381 28.4952  0.001
B -1.2794 18.1270 27.6311  0.055
H 0.1796 15.7312 26.5093  0.001
H -1.4050 16.9228 25.8711  0.002
H -6.4936 22.0610 29.1460  0.000
H -8.7364 21.9658 28.5918  0.000
H -1.1333 18.6166 28.5815  0.008
H -3.0026 16.9724 23.4228  0.000
H -4.3586 20.9231 26.0726  0.001
H -0.8332 15.2072 31.6394  0.009
H 2.9678 20.2409 27.8778  0.000
H -4.4045 14.4004 27.6431  0.001
H 2.2317 18.8418 27.0598  0.000
H -6.5692 21.6135 27.4958  0.000
H -5.5457 19.5690 26.2764  0.000
H -2.7500 14.0449 27.1608  0.001
H -2.1817 19.6697 31.2762  0.004
H 2.5303 16.4472 23.4230  0.000
H -8.5717 20.3191 27.7798  0.000
H -0.4863 19.5894 24.8684  0.000
H -0.0748 19.9136 30.2946  0.001
H -1.1043 17.0745 27.7918  0.007
H -3.7796 19.2341 26.3291  0.001
H -3.3828 13.9342 28.8866  0.002
H -2.2650 18.3361 27.2452  0.008
H -3.6305 17.2428 24.9371  0.000
H 3.3989 17.5387 22.6256  0.000
H 1.9469 19.0332 28.7555  0.000
H 0.6469 20.9627 24.6904  0.000
H 0.4259 18.5440 31.2491  0.000
H 0.4573 13.9718 26.2657  0.000
H -0.2680 19.9692 32.0290  0.001
H 0.4151 17.6403 23.3389  0.000
H 2.8084 18.1702 24.1669  0.000
H 0.0061 14.1298 30.6217  0.001
H -2.3385 18.2824 24.3989  0.000
H 1.9530 14.1208 27.9237  0.000
H 0.0745 19.7630 27.5528  0.002
H -3.6144 16.2887 27.4321  0.003
H -1.0822 21.2912 24.5924  0.000
H -8.6031 20.4988 29.5034  0.000
H -0.6002 18.4186 26.8450  0.008
H 0.1986 15.8194 29.1001  0.002
H 1.8059 15.0721 25.9864  0.000
H 0.8328 15.5230 31.4694  0.001
H 1.0275 17.5808 21.7556  0.000

Spin multiplicity   6
E_HOMO (spin up / spin down)   -0.1883 / -0.3499 Eh
F_max   4.425 eV/A

=====

The following is a quantum chemistry calculation of a structure of composition C4H7NO, from the OMol25 dataset.

Last column: Mulliken charge in e.
Geometry (Å):
O -0.7714 -1.4976 1.7089  -0.642
N -0.2295 1.2465 -0.1585  -0.228
C 1.2127 -0.9071 -0.9829  -1.107
C 0.5400 -0.1599 0.1169  -0.248
C -0.5148 -0.5310 1.0225  0.475
C -1.2780 0.7930 0.7815  -0.423
H -0.4557 1.4584 -1.1267  0.288
H -2.2075 0.6090 0.2355  0.255
H 2.1071 -0.4029 -1.3655  0.312
H 1.5333 -1.8684 -0.5678  0.327
H 0.5459 -1.1235 -1.8322  0.269
H 0.7999 1.1507 0.3577  0.490
H -1.4616 1.4689 1.6197  0.233

Relative energy (zero: lowest compared OMol25 entry of this formula, charge and spin)   424.5 kJ/mol
Spin multiplicity   1
E_HOMO   -0.2955 Eh
F_max   0.506 eV/A